1.
An isolated ion of composition C3H7N2O and charge +1 at a distorted geometry. Source: the Open Molecules 2025 dataset; level of theory: ωB97M-V/def2-TZVPD.

The geometry in ORCA input format:
```
! RIJCOSX wB97M-V def2-TZVPD def2/J DEFGRID3
* xyz 1 1
C 0.314 0.709 -0.402
C -1.467 0.682 0.738
C -0.739 -0.259 -0.056
N -0.637 -1.617 0.014
N 1.695 0.392 0.000
O -2.023 0.496 -0.439
H 0.188 1.297 -1.293
H -1.537 1.480 1.445
H -1.364 -2.068 0.556
H -0.528 -2.078 -0.883
H 1.725 0.195 1.010
H 2.293 1.203 -0.199
H 2.081 -0.431 -0.492
*
```

HOMO-LUMO gap (spin up / spin down) ... 8.8 / 8.8 eV
ΔE to the lowest compared entry with this formula, charge and spin ... 493.50 kJ/mol

---

2.
C36H90BF4N6Na3O12 as an isolated structure at a distorted geometry. Source: the Open Molecules 2025 dataset; level of theory: ωB97M-V/def2-TZVPD.

The geometry in ORCA input format:
```
! RIJCOSX wB97M-V def2-TZVPD def2/J DEFGRID3
* xyz 2 1
Na 2.603 -2.840 2.804
Na -0.968 -3.398 1.779
Na 2.197 -4.331 -0.403
B 1.619 -1.637 -0.518
F 0.527 -2.526 -0.596
F 2.677 -2.134 -1.304
F 1.297 -0.357 -0.879
F 1.967 -1.664 0.858
C 4.959 -1.077 1.037
O 4.926 -1.932 2.181
C 5.733 -3.080 1.980
C 5.709 -3.958 3.238
N 4.369 -4.237 3.723
C 4.357 -4.907 5.014
C 5.142 -4.129 6.116
O 6.496 -4.457 6.210
C 6.772 -5.780 6.569
H 4.606 -1.635 0.160
H 5.964 -0.730 0.789
H 4.253 -0.272 1.219
H 6.782 -2.824 1.821
H 5.366 -3.666 1.121
H 6.347 -3.461 3.963
H 6.214 -4.890 2.947
H 3.837 -4.744 3.026
H 4.878 -5.869 4.949
H 3.371 -5.112 5.431
H 4.701 -4.299 7.106
H 5.004 -3.064 5.916
H 6.182 -6.162 7.411
H 7.806 -5.926 6.874
H 6.616 -6.534 5.789
C 0.162 -1.512 -4.157
O -0.437 -2.568 -4.861
C -1.439 -3.190 -4.115
C -2.080 -4.370 -4.853
N -3.152 -4.059 -5.761
C -2.721 -3.247 -6.923
C -3.841 -3.110 -7.938
O -4.913 -2.418 -7.328
C -6.023 -2.322 -8.199
H -0.568 -0.700 -4.039
H 0.985 -1.075 -4.720
H 0.524 -1.787 -3.160
H -2.136 -2.455 -3.683
H -1.067 -3.620 -3.160
H -2.433 -5.102 -4.123
H -1.244 -4.864 -5.355
H -3.934 -3.496 -5.434
H -1.968 -3.869 -7.422
H -2.302 -2.294 -6.588
H -4.103 -4.102 -8.312
H -3.392 -2.556 -8.770
H -6.272 -3.280 -8.668
H -5.948 -1.596 -9.011
H -6.877 -2.097 -7.559
C -3.175 -2.991 -0.783
O -2.779 -2.370 0.423
C -2.212 -1.074 0.195
C -1.891 -0.202 1.413
N -0.780 -0.809 2.202
C -0.494 -0.030 3.415
C 0.596 -0.587 4.325
O 1.942 -0.657 3.909
C 2.524 0.572 3.499
H -3.883 -3.778 -0.526
H -2.347 -3.422 -1.355
H -3.688 -2.319 -1.476
H -2.916 -0.477 -0.398
H -1.357 -1.098 -0.489
H -2.775 -0.071 2.034
H -1.550 0.756 1.013
H 0.010 -0.750 1.561
H -1.446 0.163 3.905
H -0.098 0.967 3.158
H 0.366 -1.615 4.643
H 0.445 -0.042 5.267
H 2.201 0.869 2.496
H 3.609 0.486 3.450
H 2.322 1.398 4.184
C 5.440 -0.721 -2.968
O 5.048 0.409 -3.681
C 3.688 0.693 -3.383
C 3.501 1.226 -1.979
N 4.051 2.541 -1.778
C 3.940 2.963 -0.373
C 4.771 4.186 -0.107
O 6.138 3.940 -0.385
C 7.009 4.968 0.026
H 4.673 -1.501 -3.020
H 5.549 -0.508 -1.896
H 6.403 -1.131 -3.266
H 3.089 -0.215 -3.504
H 3.368 1.477 -4.070
H 3.929 0.480 -1.279
H 2.451 1.161 -1.683
H 5.041 2.609 -1.994
H 4.154 2.152 0.337
H 2.909 3.304 -0.236
H 4.678 4.396 0.969
H 4.474 5.072 -0.677
H 6.803 5.881 -0.536
H 8.019 4.587 -0.114
H 6.952 5.148 1.107
C -1.616 1.377 -2.269
O -2.362 2.091 -1.316
C -3.750 2.032 -1.550
C -4.469 2.669 -0.385
N -5.905 2.731 -0.685
C -6.652 1.491 -0.690
C -6.739 0.765 0.645
O -7.740 1.341 1.481
C -7.569 1.053 2.843
H -0.538 1.498 -2.186
H -1.896 1.661 -3.290
H -1.855 0.309 -2.183
H -4.126 1.011 -1.698
H -3.989 2.619 -2.445
H -4.107 3.680 -0.213
H -4.317 2.080 0.531
H -6.347 3.353 -0.018
H -6.217 0.776 -1.393
H -7.673 1.652 -1.038
H -5.804 0.745 1.216
H -7.020 -0.285 0.499
H -6.717 1.567 3.301
H -7.438 -0.023 3.016
H -8.485 1.355 3.344
C 0.535 1.783 0.233
O 0.489 2.504 1.442
C -0.493 3.533 1.392
C -1.935 2.948 1.454
N -2.885 3.879 2.021
C -3.219 5.022 1.147
C -4.036 6.004 1.942
O -3.219 6.746 2.825
C -3.967 7.611 3.650
H 0.712 2.438 -0.628
H -0.384 1.232 0.000
H 1.363 1.080 0.331
H -0.336 4.301 0.630
H -0.373 4.111 2.312
H -1.950 2.050 2.087
H -2.240 2.497 0.504
H -2.554 4.205 2.919
H -3.835 4.643 0.329
H -2.346 5.481 0.675
H -4.862 5.494 2.448
H -4.460 6.740 1.246
H -3.312 8.244 4.245
H -4.487 6.983 4.386
H -4.709 8.211 3.120
*
```

HOMO-LUMO gap ... 3.7 eV
ΔE to the lowest compared entry with this formula, charge and spin ... 245.88 kJ/mol

---

3.
A 2-piece molecular cluster, CH4N2Si overall at a distorted geometry. Source: the Open Molecules 2025 dataset; level of theory: ωB97M-V/def2-TZVPD.

The geometry in ORCA input format:
```
! RIJCOSX wB97M-V def2-TZVPD def2/J DEFGRID3
* xyz 0 1
N -1.035 1.122 -0.215
Si -1.489 -0.423 -0.184
H -1.645 1.916 -0.087
H -2.749 -1.153 -0.046
H -0.394 -1.367 -0.314
C 2.419 -0.034 0.310
N 3.414 -0.375 -0.125
H 1.479 0.314 0.660
*
```

HOMO-LUMO gap ... 10.1 eV
ΔE to the lowest compared entry with this formula, charge and spin ... 188.31 kJ/mol

---

4.
One molecule with the formula C6H8BrN at a distorted geometry. Source: the Open Molecules 2025 dataset; level of theory: ωB97M-V/def2-TZVPD.

The geometry in ORCA input format:
```
! RIJCOSX wB97M-V def2-TZVPD def2/J DEFGRID3
* xyz 0 1
C 1.674 -0.827 -0.984
C 0.398 -0.069 -0.660
C -0.938 -0.831 -0.687
C -2.067 -0.161 0.463
Br -3.744 -0.866 0.611
N -1.847 1.044 1.100
C -0.650 1.456 1.197
C 0.537 0.638 0.708
H 2.449 -0.342 -0.546
H 1.843 -0.810 -2.136
H 1.538 -1.852 -0.509
H 0.443 0.872 -1.422
H -1.242 -1.796 -0.961
H -0.349 2.350 1.863
H 1.402 1.394 0.595
H 0.552 -0.200 1.368
*
```

HOMO-LUMO gap (spin up / spin down) ... 8.0 / 7.5 eV
ΔE to the lowest compared entry with this formula, charge and spin ... 312.64 kJ/mol

---

5.
C4H2O2Ru as an isolated structure at a distorted geometry. Source: the Open Molecules 2025 dataset; level of theory: ωB97M-V/def2-TZVPD.

The geometry in ORCA input format:
```
! RIJCOSX wB97M-V def2-TZVPD def2/J DEFGRID3
* xyz 2 7
H 0.645 1.458 -1.469
C 0.222 0.859 -0.661
C 0.554 -0.461 -0.440
O -0.629 1.579 0.071
O -1.182 0.864 1.158
Ru -2.974 1.013 0.848
C 1.193 -1.583 0.239
C 0.369 -1.820 -0.819
H 1.803 -1.909 1.075
*
```

HOMO-LUMO gap (spin up / spin down) ... 6.9 / 8.4 eV

---

no.,electronic energy (a.u.)
1,-302.8521
2,-3567.7622
3,-439.4262
4,-2862.0312
5,-397.7903